Entry 1:
Here is C16H29AlBe2F10MgN2NaO13P2 as an isolated structure in a non-equilibrium geometry from the OMol25 dataset. Energies are from wB97M-V/def2-TZVPD.

Summary:
- F_max: 5.7 eV/A
- HOMO-LUMO gap: 1.0071 eV
- Charge: +1
- Spin multiplicity: 1
- HOMO level: -9.963 eV

XYZ file:
```
77
Properties=species:S:1:pos:R:3:lowdin_charge:R:1
C -0.2263 -1.6792 5.7460 -0.0946
C -0.0572 -0.0923 5.2450 -0.3293
C -1.2351 0.1478 4.1307 -0.1031
C 1.4758 0.0355 4.6813 -0.2099
C 1.7403 1.2751 3.6433 -0.2494
P 3.3104 1.0114 2.5202 1.1251
N 4.4646 -0.1720 3.1897 -0.0811
C 2.8626 0.7218 0.6719 -0.1922
O 1.6549 -0.0899 0.4575 -0.0582
C 1.9252 -1.5336 0.5399 -0.2408
F 0.6597 -2.2142 0.0729 0.0041
F 2.9986 -2.0252 -0.3544 -0.1467
F 2.1324 -2.0325 1.9431 0.0178
C 4.2272 2.7302 2.5584 -0.2735
F 5.4486 2.5607 1.6903 -0.0152
F 3.3766 3.8082 1.9906 0.0312
F 4.7578 3.0390 3.9259 0.0188
H -0.7817 -2.2295 4.8439 0.0640
H -0.9205 -1.7851 6.6887 0.1011
H 0.8149 -2.2169 5.8520 0.0851
H -0.1900 0.5849 6.2024 0.1602
H -0.8748 -0.0174 3.0298 0.0636
H -2.1990 -0.5185 4.2988 0.0727
H -1.5722 1.2880 4.2368 0.1228
H 1.8492 -1.0227 4.2790 0.0896
H 2.1626 0.2488 5.6342 0.1419
H 0.8678 1.5007 2.8975 0.0933
H 1.9356 2.2389 4.2845 0.1052
H 4.7211 0.2174 4.1451 0.0941
H 4.0354 -1.1028 3.3859 0.0572
H 3.8158 0.3582 0.0968 0.1428
H 2.6128 1.8040 0.2339 0.1731
O 0.2137 4.3290 1.4895 -0.1900
P 0.3100 4.7649 2.9607 -0.0622
O -1.0266 5.3848 3.4000 -0.1464
O 1.4326 5.8042 3.1145 -0.1346
O 0.6208 3.5417 3.8390 -0.3144
Be 4.0854 -2.3312 -2.3739 0.6178
C -7.1261 -0.8154 1.8625 0.0238
C -6.0246 0.0171 2.4866 -0.4036
C -4.6718 -0.6270 2.4378 -0.3472
O -4.0114 -0.0209 3.5356 -0.0426
C -4.9884 0.3125 4.4337 -0.4554
O -4.7774 0.6856 5.5766 0.1896
O -6.2301 0.1681 3.8819 0.1052
H -8.1096 -0.4465 2.1727 0.1180
H -7.0665 -0.7874 0.7701 0.1013
H -7.0670 -1.8607 2.1837 0.1011
H -6.0135 1.0196 2.0410 0.0661
H -4.1407 -0.4229 1.5041 -0.0629
H -4.6953 -1.7096 2.6079 -0.0243
Be -3.9508 -3.0423 1.5655 0.6628
F 2.5917 -3.6915 -8.0010 -0.2558
Al 2.6982 -3.0997 -6.3034 0.0720
F 3.3742 -4.3995 -5.2557 -0.2881
F 1.0544 -2.6522 -5.7193 -0.2757
F 3.7725 -1.6558 -6.2373 -0.2775
C 5.7211 4.8262 -0.7472 -0.9345
O 5.7096 3.7955 -1.4025 0.2470
O 4.9669 5.7900 -0.9220 0.3467
O 6.4888 5.0647 0.1923 0.3278
Na -1.4810 -2.3200 1.5510 0.3658
Mg -4.2692 1.3609 0.9588 1.0121
O -7.5951 1.1693 5.9848 -0.0029
H -6.6701 1.2530 5.8410 -0.0852
C -0.8710 -0.9065 -11.4758 -0.0128
C -0.8354 -1.9931 -10.4373 -0.5238
O -1.7626 -2.1768 -9.6516 0.0487
N 0.2693 -2.7914 -10.3796 0.0486
C 1.4535 -2.7406 -11.2033 -0.0572
H -1.8135 -0.3571 -11.3965 0.0862
H -0.0483 -0.2056 -11.3129 0.0878
H -0.8087 -1.3423 -12.4762 0.0866
H 0.2169 -3.4979 -9.6550 0.1488
H 1.5596 -3.7064 -11.7033 0.0948
H 2.3139 -2.5789 -10.5494 0.0899
H 1.4087 -1.9467 -11.9497 0.0789
```


Entry 2:
Here is C16H29AsF7O7S2 as an isolated structure in a non-equilibrium geometry from the OMol25 dataset. Energies are from wB97M-V/def2-TZVPD.

Summary:
- F_max: 3.1 eV/A
- HOMO-LUMO gap: 9.5287 eV
- Charge: -1
- Spin multiplicity: 1
- HOMO level: -7.041 eV

XYZ file:
```
62
Properties=species:S:1:pos:R:3:lowdin_charge:R:1
As 0.0782 1.0382 0.7739 0.7572
F 1.2586 0.3164 1.8263 -0.2540
F 0.7735 2.6182 0.8786 -0.2585
F -1.0887 1.7253 -0.3468 -0.2797
F -0.7191 -0.5009 0.5967 -0.2544
F -0.9714 1.4586 2.1338 -0.2716
F 1.2175 0.7899 -0.5537 -0.2789
C -4.4244 -0.1727 2.6607 -0.1880
C -5.6961 0.4769 3.1566 -0.1904
C -5.7499 -0.1502 4.5250 -0.2237
O -4.4225 0.0737 5.0041 -0.1281
C -3.5424 -0.2059 3.9034 -0.1888
H -3.9508 0.2885 1.7959 0.1139
H -4.7388 -1.1833 2.3740 0.1076
H -6.5028 0.2487 2.4543 0.1104
H -5.6051 1.5652 3.1855 0.1172
H -6.0123 -1.2128 4.4511 0.1184
H -6.4897 0.3193 5.1748 0.1159
H -2.9769 -1.1377 3.9851 0.1104
H -2.8021 0.5801 3.7368 0.1060
O 1.9227 -0.1762 -3.8874 -0.2836
S 0.9098 0.6187 -4.5426 0.6197
O 1.0061 0.9338 -5.9551 -0.3214
O -0.4908 -0.1118 -4.2263 -0.2869
C -1.8015 0.2383 -4.7385 -0.2363
C -2.4973 1.0128 -3.6481 -0.0789
C 0.6288 2.2960 -3.7311 -0.0658
H -2.3117 -0.6965 -4.9571 0.1195
H -1.6509 0.8160 -5.6541 0.1136
H -3.5873 0.9919 -3.8090 0.0792
H -2.1930 2.0378 -3.4840 0.0677
H -2.5128 0.4117 -2.7358 0.0874
H 1.6511 2.6097 -3.9324 0.0559
H 0.3507 2.0829 -2.7031 0.0476
H -0.1205 2.7975 -4.3307 0.0553
O 5.8337 4.1215 0.0710 -0.2954
S 4.9968 3.4651 -0.9075 0.6132
O 4.7503 4.0585 -2.1895 -0.2980
O 5.6649 2.0261 -1.1777 -0.2517
C 5.1622 1.2435 -2.2480 -0.3075
C 5.1964 -0.2287 -1.9205 -0.0661
C 3.4276 2.9868 -0.1630 -0.1104
H 5.6345 1.5006 -3.2041 0.1221
H 4.1383 1.4487 -2.5938 0.1068
H 6.1043 -0.6949 -1.5415 0.0743
H 4.9677 -0.7070 -2.8801 0.0804
H 4.3797 -0.5392 -1.2666 0.0795
H 2.7069 3.6965 -0.5535 0.0691
H 3.5685 3.0292 0.9133 0.0742
H 3.2001 1.9536 -0.4090 0.0442
F -0.2734 -6.4656 3.8924 0.0291
C 0.0133 -5.3226 3.2157 -0.2909
C -1.0352 -4.4536 2.9227 -0.0197
C -0.7349 -3.2610 2.2761 -0.0653
C 0.5868 -2.9599 1.9397 -0.0835
C 1.5350 -3.9450 2.0409 -0.0874
C 1.2891 -5.1255 2.7412 -0.0271
H -2.0144 -4.7046 3.3073 0.1099
H -1.5275 -2.5508 2.0793 0.0933
H 0.8286 -2.0211 1.4645 0.0759
H 2.5308 -3.6214 1.7555 0.1068
H 2.1319 -5.7270 3.0545 0.1104
```


Entry 3:
Here is C16H29BCl2MoO4 as an isolated structure in a non-equilibrium geometry from the OMol25 dataset. Energies are from wB97M-V/def2-TZVPD.

Summary:
- F_max: 4.6 eV/A
- HOMO-LUMO gap (spin up / spin down): 3.9634 / 3.9905 eV
- Charge: -2
- Spin multiplicity: 3
- HOMO level (spin up / spin down): 0.533 / 0.514 eV

XYZ file:
```
53
Properties=species:S:1:pos:R:3:lowdin_charge:R:1
C 1.2930 -1.6883 -0.9287 -0.3744
C 1.7434 -0.4235 -1.3670 -0.4562
C 0.6553 0.2344 -2.0393 -0.4043
C 3.1820 -0.0189 -1.5229 -0.1017
C -0.4941 -0.6335 -1.9646 -0.3453
C -0.0917 -1.8426 -1.2670 -0.3319
C -0.9822 -2.9743 -0.9993 -0.0569
C 2.2038 -2.7627 -0.3876 -0.0641
C 0.7423 1.4628 -2.8681 -0.0644
C -1.7690 -0.3905 -2.6645 -0.0621
Mo 0.1951 -0.0133 0.0314 1.0081
Cl 1.7702 1.6484 0.6722 0.1914
Cl 0.2223 -1.3744 1.8958 0.0653
O -1.7686 0.5854 0.3647 -0.3370
H 3.7858 -0.3355 -0.6742 0.0617
H 3.2949 1.0684 -1.5947 0.0406
H 3.6087 -0.4594 -2.4342 0.0752
H 1.3202 2.2637 -2.3947 0.0649
H -0.2612 1.8701 -3.0807 0.0663
H 1.2100 1.2001 -3.8303 0.0749
H -1.9817 0.6883 -2.7295 0.0666
H -2.6036 -0.8965 -2.1541 0.0771
H -1.7034 -0.7878 -3.6914 0.0844
H -2.0429 -2.6425 -0.9763 0.0859
H -0.7551 -3.4958 -0.0539 0.0600
H -0.8988 -3.6915 -1.8283 0.0739
H 2.9556 -2.3536 0.2959 0.0702
H 2.7410 -3.2666 -1.2043 0.0716
H 1.6347 -3.5360 0.1472 0.0732
H -2.2839 1.0363 -0.3332 0.0226
O -1.7308 -4.0220 2.4556 -0.7008
H -2.6338 -4.0020 2.8326 -0.2377
C -1.5981 2.9368 4.5615 -0.0246
C -1.5659 2.9728 3.0525 -0.5011
C -2.9714 3.4306 2.6377 -0.0219
O -1.2595 1.6440 2.5834 0.0980
B -0.6882 1.8804 1.3580 -0.8446
O -0.4930 3.2188 1.0391 0.0247
C -0.5492 3.8566 2.3212 -0.5040
C -0.8163 5.3342 2.0945 -0.0364
C 0.7891 3.8542 3.1105 -0.0447
H -0.6752 2.5210 4.9989 0.0939
H -2.4553 2.3066 4.8623 0.0959
H -1.7743 3.9660 4.9270 0.0850
H -3.7517 2.7439 3.0055 0.0945
H -3.0769 4.4060 3.1324 0.0755
H -3.1035 3.5514 1.5449 0.0998
H -0.9193 5.8018 3.0988 0.0873
H 0.0572 5.7915 1.5849 0.0926
H -1.7222 5.5544 1.5047 0.0812
H 1.1430 2.8432 3.3820 0.0896
H 1.5816 4.3478 2.5279 0.0823
H 0.6042 4.4438 4.0303 0.0799
```


Entry 4:
Here is C16H29BCl2O4Tc as an isolated structure in a non-equilibrium geometry from the OMol25 dataset. Energies are from wB97M-V/def2-TZVPD.

Summary:
- F_max: 4.3 eV/A
- HOMO-LUMO gap (spin up / spin down): 2.0497 / 3.4492 eV
- Charge: -2
- Spin multiplicity: 4
- HOMO level (spin up / spin down): 2.692 / 1.219 eV

XYZ file:
```
53
Properties=species:S:1:pos:R:3:lowdin_charge:R:1
C -0.7914 -3.5092 -1.1583 -0.4203
C -0.1432 -2.6220 -2.0825 -0.3909
C -1.0363 -1.5401 -2.3597 -0.3455
C 1.1571 -2.8950 -2.7514 -0.0871
C -2.2100 -1.7109 -1.5474 -0.3550
C -2.0751 -2.9549 -0.8292 -0.3693
C -3.1209 -3.6122 -0.0008 -0.0720
C -0.3145 -4.8625 -0.7439 -0.1134
C -0.8157 -0.4606 -3.3557 -0.1021
C -3.4086 -0.8286 -1.5132 -0.0815
Tc -0.5331 -1.6172 -0.1252 1.0113
Cl 1.6644 0.4308 -1.1272 -0.0955
Cl 1.2533 -2.6348 0.8597 -0.1108
O -1.0983 1.0617 0.3066 0.0901
H 1.8959 -3.2369 -2.0170 0.0524
H 1.5278 -1.9794 -3.2192 0.0539
H 1.0530 -3.6735 -3.5223 0.0631
H 0.1573 0.0104 -3.1625 -0.0038
H -1.5883 0.3113 -3.2600 0.0551
H -0.8203 -0.8466 -4.3872 0.0611
H -3.1519 0.1634 -1.9000 0.0520
H -3.7751 -0.7401 -0.4795 0.0775
H -4.2300 -1.2150 -2.1356 0.0623
H -4.0692 -3.0723 -0.0876 0.0615
H -2.8290 -3.5764 1.0649 0.0690
H -3.2583 -4.6580 -0.2928 0.0646
H 0.7759 -4.8642 -0.6415 0.0312
H -0.6012 -5.6322 -1.4747 0.0625
H -0.7863 -5.1422 0.2040 0.0637
H -1.4340 1.5371 -0.4884 0.1163
O -1.3660 -1.3676 1.5148 -0.5163
H -0.9350 -1.8293 2.2690 -0.0463
C 3.0047 1.8470 1.6917 -0.0562
C 1.6695 2.4061 2.1482 -0.4655
C 1.7863 2.6875 3.6417 -0.0333
O 0.6486 1.4092 1.9450 0.1319
B 0.0090 1.7293 0.7486 -1.0009
O 0.2723 3.0295 0.3209 0.0989
C 1.1820 3.6345 1.2503 -0.4630
C 0.4239 4.6922 2.0538 -0.0365
C 2.2514 4.3370 0.4277 -0.0305
H 3.8036 2.5862 1.8535 0.0807
H 2.9533 1.5198 0.6410 -0.0007
H 3.2206 0.9474 2.2786 0.0943
H 2.1185 1.7770 4.1551 0.0880
H 2.5273 3.4718 3.8260 0.0809
H 0.8224 2.9886 4.0654 0.0752
H 1.1162 5.2898 2.6630 0.0784
H -0.0884 5.3716 1.3569 0.0848
H -0.3346 4.2511 2.7112 0.0865
H 2.8139 3.6482 -0.2066 0.0841
H 1.7768 5.0734 -0.2336 0.0849
H 2.9301 4.8704 1.1051 0.0803
```


- Among the records above, which one has the highest spin multiplicity?
  C16H29BCl2O4Tc


- F_max of number 2 (C16H29AsF7O7S2)?
  3.1 eV/A